Record 1
ORCA calculation (the ωB97M-V functional and the def2-TZVPD basis) on an isolated molecule of C22H23N5O2S in a non-equilibrium geometry.

Cartesian coordinates (Å):
1 C 5.7966 2.8579 -0.2008
2 C 5.0968 1.5369 -0.1138
3 C 4.2870 1.1004 -1.1561
4 C 3.6186 -0.1065 -1.0784
5 C 3.7399 -0.9163 0.0455
6 C 2.9947 -2.2263 0.1296
7 C 1.5096 -2.0208 -0.0250
8 C 0.8188 -2.3708 -1.2131
9 C 1.4971 -3.0372 -2.3682
10 N -0.4691 -2.1633 -1.3743
11 C -1.1454 -1.6305 -0.3803
12 N -2.4339 -1.3593 -0.2810
13 C -2.5605 -0.8797 0.9616
14 S -4.0996 -0.3955 1.5950
15 C -4.9777 -0.2375 0.0062
16 C -4.2732 0.7163 -0.9565
17 O -4.3102 0.5576 -2.1523
18 N -3.6764 1.7666 -0.3498
19 C -2.6838 2.5897 -1.0116
20 C -1.3516 2.3886 -0.3642
21 C -0.9107 2.7314 0.8823
22 C 0.4043 2.2203 0.9920
23 C 0.6616 1.6019 -0.1912
24 O -0.3960 1.6928 -1.0138
25 N -1.4407 -0.8107 1.6709
26 N -0.5256 -1.2909 0.8254
27 C 0.7939 -1.4602 1.0169
28 C 1.3572 -1.0474 2.3317
29 C 4.5560 -0.4859 1.0818
30 C 5.2247 0.7234 1.0028
31 H 6.2808 2.9726 -1.1688
32 H 6.5455 2.9554 0.5809
33 H 5.0768 3.6693 -0.0909
34 H 4.1776 1.7156 -2.0377
35 H 2.9950 -0.4221 -1.9028
36 H 3.1986 -2.6943 1.0951
37 H 3.3576 -2.8966 -0.6499
38 H 2.3373 -2.4514 -2.7343
39 H 1.8656 -4.0193 -2.0739
40 H 0.7703 -3.1584 -3.1657
41 H -5.0451 -1.2179 -0.4627
42 H -5.9755 0.1292 0.2480
43 H -3.6690 1.7893 0.6617
44 H -2.6475 2.2756 -2.0573
45 H -2.9818 3.6422 -0.9502
46 H -1.4502 3.2821 1.6256
47 H 1.0616 2.3051 1.8326
48 H 1.5308 1.0910 -0.5555
49 H 0.5600 -0.6319 2.9420
50 H 2.1375 -0.3020 2.1889
51 H 1.7937 -1.9035 2.8450
52 H 4.6786 -1.1044 1.9600
53 H 5.8542 1.0369 1.8233

SMILES: Cc1ccc(Cc2c(C)nc3nc(SCC(=O)NCc4ccco4)nn3c2C)cc1
HOMO energy in eV: -8.4
DFT total energy in eV: -45568.6681



Record 2
ORCA calculation (the ωB97M-V functional and the def2-TZVPD basis) on a structure of composition C24H60N4O16PdS2Ti in a non-equilibrium geometry.

Cartesian coordinates (Å):
1 Pd 27.3340 -8.1722 17.3266
2 Ti 29.7843 -9.9052 19.5175
3 S 29.7281 -9.3264 16.4788
4 O 30.6116 -8.8766 15.4231
5 O 30.2815 -10.4587 17.2323
6 O 29.4577 -8.2316 17.4904
7 O 28.3464 -9.5708 15.9620
8 S 27.2583 -8.5297 20.1007
9 O 28.5587 -8.4525 20.7790
10 O 26.1627 -8.8714 20.9497
11 O 26.9284 -7.3340 19.2307
12 O 27.4965 -9.5672 19.0156
13 C 30.2119 -6.4398 10.7845
14 O 31.2175 -6.0723 11.6934
15 C 30.8936 -6.4424 13.0311
16 C 32.0218 -5.9409 13.9120
17 N 31.6904 -6.2576 15.3019
18 C 32.7787 -6.1885 16.2617
19 C 33.5411 -4.9067 16.2150
20 O 34.5037 -4.9211 15.1879
21 C 35.0202 -3.6548 14.9259
22 H 29.3557 -5.7537 10.8328
23 H 29.8147 -7.4432 10.9999
24 H 30.6471 -6.4576 9.7870
25 H 30.8387 -7.5354 13.0873
26 H 29.9464 -5.9691 13.3069
27 H 32.0793 -4.8536 13.8231
28 H 32.9719 -6.3925 13.5982
29 H 31.2271 -7.1620 15.3637
30 H 33.5072 -7.0147 16.1147
31 H 32.3455 -6.3454 17.2523
32 H 34.0475 -4.7217 17.1781
33 H 32.8234 -4.0721 16.1344
34 H 35.8656 -3.7781 14.2482
35 H 35.3699 -3.1345 15.8286
36 H 34.2808 -3.0092 14.4291
37 C 32.9796 -15.4635 16.8391
38 O 31.8529 -15.5033 16.0116
39 C 31.7766 -14.4440 15.0764
40 C 31.5799 -13.0815 15.7072
41 N 31.4508 -11.9941 14.7660
42 C 32.6221 -11.7477 13.9471
43 C 32.4280 -10.5109 13.1093
44 O 33.4493 -10.4317 12.1291
45 C 33.1598 -9.5012 11.1382
46 H 33.9036 -15.4157 16.2318
47 H 33.0407 -16.3854 17.4115
48 H 33.0003 -14.5937 17.5021
49 H 30.9630 -14.6945 14.3934
50 H 32.6905 -14.4418 14.4554
51 H 32.3581 -12.8774 16.4690
52 H 30.6426 -13.0830 16.2797
53 H 31.1092 -11.1812 15.2652
54 H 32.8283 -12.6441 13.3603
55 H 33.5396 -11.6186 14.5603
56 H 32.4359 -9.6360 13.7704
57 H 31.4410 -10.5510 12.6272
58 H 32.1344 -9.6193 10.7680
59 H 33.8163 -9.6922 10.2820
60 H 33.3535 -8.4685 11.4503
61 C 28.9962 -13.1049 19.8185
62 O 30.0164 -12.1270 19.9422
63 C 31.2979 -12.6503 19.6191
64 C 32.4216 -11.6299 19.7652
65 N 32.0973 -10.3306 19.1542
66 C 33.2300 -9.4681 18.8203
67 C 34.0652 -9.9478 17.6368
68 O 35.0865 -10.8212 18.0754
69 C 35.9417 -11.2288 17.0448
70 H 29.1139 -13.6990 18.9075
71 H 28.0468 -12.5782 19.8584
72 H 29.0399 -13.7926 20.6751
73 H 31.2891 -13.0443 18.5976
74 H 31.5074 -13.4574 20.3320
75 H 33.3252 -12.0560 19.3020
76 H 32.6801 -11.4925 20.8190
77 H 31.6514 -10.5571 18.2687
78 H 33.8669 -9.3672 19.6993
79 H 32.8011 -8.5057 18.5379
80 H 34.4908 -9.0634 17.1303
81 H 33.4614 -10.4298 16.8494
82 H 35.3737 -11.4564 16.1283
83 H 36.4203 -12.1628 17.3388
84 H 36.6924 -10.4753 16.7819
85 C 28.2617 -15.1722 13.7155
86 O 26.9994 -14.8263 14.2228
87 C 27.0402 -14.1412 15.4540
88 C 27.7163 -12.7816 15.4637
89 N 27.0030 -11.7207 14.7788
90 C 26.7958 -11.8987 13.3600
91 C 26.2192 -10.6605 12.6819
92 O 27.1435 -9.9022 11.9137
93 C 28.2691 -9.4743 12.6182
94 H 28.8925 -14.2991 13.5120
95 H 28.1046 -15.6792 12.7654
96 H 28.8029 -15.8205 14.4195
97 H 27.5289 -14.7620 16.2226
98 H 25.9971 -14.0022 15.7491
99 H 28.7594 -12.8889 15.1097
100 H 27.7553 -12.4509 16.5073
101 H 27.4811 -10.8546 14.9955
102 H 26.1718 -12.7694 13.1711
103 H 27.7533 -12.1242 12.8499
104 H 25.6743 -9.9997 13.3684
105 H 25.4868 -11.0158 11.9523
106 H 28.9424 -8.9591 11.9356
107 H 28.8730 -10.2651 13.0948
108 H 27.9838 -8.8382 13.4717

Total charge: -1
HOMO energy (alpha / beta) in eV: -1.4 / -6.1
Expectation value of S²: 8.76
Spin multiplicity: 6
DFT total energy in eV: -112843.1247



Record 3
ORCA calculation (the ωB97M-V functional and the def2-TZVPD basis) on a structure of composition C40H50BiCl6IN4O6S2Si.

Cartesian coordinates (Å):
1 Bi 1.0076 0.7164 0.2819
2 N 0.6655 -1.2400 -2.6307
3 C -0.4065 -2.0775 -2.8203
4 C -0.9007 -2.4004 -4.0621
5 C -2.0060 -3.2617 -4.1978
6 C -2.6257 -3.8015 -3.1072
7 C -2.1633 -3.4642 -1.8120
8 C -2.7738 -3.9387 -0.6270
9 C -2.3086 -3.5268 0.5855
10 C -1.2155 -2.6337 0.6291
11 N -0.6014 -2.1961 -0.4399
12 C -1.0621 -2.5980 -1.6578
13 H 1.2302 -0.9856 -3.4211
14 H 1.1260 -1.3156 -1.7394
15 H -0.4196 -2.0005 -4.9472
16 H -2.3597 -3.5009 -5.1929
17 H -3.4734 -4.4666 -3.2128
18 H -3.6192 -4.6131 -0.7027
19 H -2.7655 -3.8589 1.5067
20 H -0.8602 -2.2588 1.5852
21 C -2.0839 1.6077 -1.8609
22 C -2.8492 1.2240 -0.6050
23 C -3.5353 -0.1236 -0.7805
24 C -3.8583 2.3026 -0.2351
25 O -1.8396 1.1009 0.4308
26 Si -1.9408 1.0275 2.0640
27 S 0.0516 0.5750 2.6385
28 O -2.9920 -0.1578 2.4523
29 C -3.7634 -0.3856 3.6432
30 C -4.9788 0.5316 3.6272
31 C -4.1983 -1.8421 3.5797
32 C -2.9046 -0.1420 4.8792
33 O -2.4969 2.3757 2.7741
34 C -1.9753 3.6562 3.1832
35 C -1.4469 3.5192 4.6046
36 C -0.8719 4.1149 2.2418
37 C -3.1595 4.6102 3.1361
38 H -2.7667 1.6995 -2.7075
39 H -1.3402 0.8422 -2.0994
40 H -1.5743 2.5616 -1.7146
41 H -4.2973 -0.0544 -1.5599
42 H -4.0072 -0.4400 0.1494
43 H -2.8076 -0.8799 -1.0783
44 H -4.5811 2.4244 -1.0438
45 H -3.3554 3.2566 -0.0741
46 H -4.4017 2.0382 0.6744
47 H -5.5891 0.3305 2.7442
48 H -4.6700 1.5766 3.6092
49 H -5.5901 0.3579 4.5150
50 H -4.7680 -2.0245 2.6667
51 H -4.8214 -2.0951 4.4394
52 H -3.3237 -2.4929 3.5807
53 H -2.5920 0.9021 4.9315
54 H -2.0119 -0.7702 4.8487
55 H -3.4651 -0.3764 5.7859
56 H -0.6713 2.7536 4.6469
57 H -2.2536 3.2472 5.2885
58 H -1.0157 4.4647 4.9393
59 H 0.0043 3.4726 2.3268
60 H -0.5697 5.1352 2.4856
61 H -1.2019 4.0935 1.2036
62 H -3.9587 4.2543 3.7888
63 H -3.5468 4.6809 2.1185
64 H -2.8591 5.6066 3.4646
65 Cl 1.4941 4.2309 -3.8972
66 C 1.3060 4.4339 -2.1546
67 Cl -0.1872 5.3226 -1.8284
68 Cl 2.6897 5.3458 -1.5019
69 C 1.3280 3.0489 -1.4286
70 O 2.0357 2.1601 -1.9035
71 O 0.6458 2.9901 -0.3657
72 Cl 1.1668 -9.0475 0.1451
73 C 2.2332 -7.7186 -0.1677
74 C 1.7714 -6.4216 -0.0404
75 C 2.6336 -5.3753 -0.3117
76 C 3.9559 -5.5803 -0.7114
77 C 4.8832 -4.4292 -1.0370
78 C 5.1895 -3.5046 0.1493
79 N 4.0340 -2.7859 0.6548
80 C 3.3089 -3.0758 1.7879
81 C 2.2555 -2.2191 1.7947
82 N 2.3360 -1.3986 0.6956
83 C 3.4244 -1.7510 0.0452
84 O 4.5113 -3.6000 -2.1461
85 C 3.3006 -3.8115 -2.8649
86 C 3.2701 -5.1268 -3.5888
87 C 2.1676 -5.9063 -3.7636
88 Cl 0.5684 -5.5574 -3.2434
89 S 2.5051 -7.3633 -4.6024
90 C 4.1579 -6.9380 -4.7416
91 C 4.4223 -5.7345 -4.1720
92 C 4.3799 -6.9072 -0.8143
93 Cl 6.0089 -7.3126 -1.2820
94 C 3.5368 -7.9741 -0.5499
95 H 0.7460 -6.2305 0.2441
96 H 2.2422 -4.3715 -0.2348
97 H 5.8489 -4.8512 -1.3115
98 H 5.9286 -2.7748 -0.1799
99 H 5.6180 -4.0758 0.9715
100 H 3.5970 -3.8672 2.4577
101 H 1.4652 -2.1134 2.5189
102 H 3.7950 -1.3114 -0.8681
103 H 3.2832 -2.9894 -3.5830
104 H 2.4138 -3.7030 -2.2362
105 H 4.8457 -7.6015 -5.2410
106 H 5.4048 -5.2847 -4.1425
107 H 3.8954 -8.9884 -0.6468
108 I 3.9969 0.8750 2.6614
109 C 2.8471 1.7694 1.1112
110 H 3.5311 1.9796 0.2917
111 H 2.4818 2.7091 1.5188

HOMO energy in eV: -7.9
DFT total energy in eV: -179168.3355



Record 4
ORCA calculation (the ωB97M-V functional and the def2-TZVPD basis) on an isolated molecule of C4H11N3 in a non-equilibrium geometry.

Cartesian coordinates (Å):
1 N -0.7924 -2.6266 -0.2995
2 C -0.8719 -1.3467 0.4123
3 C -0.6783 -0.2200 -0.2882
4 N 0.1283 -0.1924 -1.5391
5 C -0.6307 1.1075 0.4676
6 C 0.6265 1.6273 1.0973
7 N 1.8501 1.4138 0.1943
8 H -0.8498 -2.6195 -1.3246
9 H -1.5998 -3.1404 0.1724
10 H -1.2047 -1.2045 1.4188
11 H 0.2184 -1.2421 -1.6872
12 H 1.0343 0.1956 -1.3641
13 H -1.3538 1.2116 1.2319
14 H -0.8299 1.7988 -0.3577
15 H 0.8507 1.2846 2.2157
16 H 0.3519 2.7386 1.2166
17 H 1.7711 1.7862 -0.7508
18 H 2.6349 2.0183 0.6058

SMILES: N/C=C(\N)CCN
HOMO energy in eV: -7.7
DFT total energy in eV: -8794.4628